[1]
ORCA calculation (wB97M-V/def2-TZVPD) on a cluster of 9 separate species, C30H54O8 in total in a non-equilibrium geometry.

## Properties
calculated total energy	-48364.1041	eV
HOMO-LUMO gap	9.690	eV
SMILES string	c1ccccc1.CC(C)=O.CC(C)=O.CC(C)=O.CC(C)=O.CC(C)=O.CC(C)=O.CC(C)=O.CC(C)=O
energy relative to the best compared isomer or geometry (same formula, charge and spin)	0.000	eV

Element x y z (Å)
C1 3.375 5.447 18.861
C2 1.972 5.409 18.806
C3 1.223 6.332 19.486
C4 1.877 7.197 20.400
C5 3.269 7.176 20.508
C6 3.996 6.290 19.728
H1 4.051 4.848 18.247
H2 1.437 4.587 18.311
H3 0.146 6.243 19.423
H4 1.319 7.838 21.063
H5 3.757 7.731 21.292
H6 5.065 6.294 19.776
C7 3.374 4.400 14.474
C8 3.027 5.638 15.290
C9 1.599 6.021 15.462
O1 3.918 6.361 15.672
H7 2.602 4.216 13.662
H8 3.208 3.558 15.129
H9 4.366 4.356 14.111
H10 1.287 6.705 14.675
H11 1.504 6.513 16.428
H12 0.972 5.101 15.400
C10 2.282 5.291 24.808
C11 1.624 4.165 23.895
C12 1.882 4.374 22.430
O2 0.989 3.285 24.382
H13 3.344 5.255 24.668
H14 2.052 4.967 25.794
H15 2.040 6.369 24.639
H16 1.232 5.171 22.044
H17 1.611 3.501 21.874
H18 2.892 4.650 22.115
C13 -1.330 6.056 24.369
C14 -2.108 5.675 23.186
C15 -3.365 4.903 23.384
O3 -1.641 5.769 22.063
H19 -1.002 5.122 24.881
H20 -1.886 6.597 25.113
H21 -0.508 6.650 24.053
H22 -3.205 3.881 23.018
H23 -4.188 5.363 22.790
H24 -3.568 4.922 24.453
C16 3.105 10.141 19.169
C17 3.213 10.532 20.654
C18 2.033 11.350 21.187
O4 4.154 10.251 21.324
H25 2.276 9.558 18.852
H26 3.955 9.519 19.002
H27 3.170 11.020 18.565
H28 1.031 11.018 20.844
H29 2.249 12.369 20.890
H30 2.106 11.361 22.238
C19 6.693 7.317 21.929
C20 7.217 7.989 23.185
C21 6.256 8.755 24.069
O5 8.391 7.970 23.410
H31 5.764 7.860 21.738
H32 6.537 6.260 22.178
H33 7.457 7.474 21.129
H34 5.382 8.181 24.333
H35 5.909 9.611 23.520
H36 6.640 9.100 25.000
C22 6.651 3.223 19.207
C23 7.476 3.754 18.096
C24 7.318 5.219 17.731
O6 8.288 3.066 17.527
H37 7.045 3.590 20.187
H38 6.720 2.100 19.233
H39 5.605 3.526 19.297
H40 8.293 5.532 17.386
H41 7.069 5.863 18.611
H42 6.518 5.350 16.966
C25 -2.260 4.574 19.091
C26 -1.225 3.547 18.783
C27 -0.660 2.682 19.896
O7 -0.825 3.421 17.672
H43 -1.977 5.481 18.571
H44 -2.464 4.784 20.164
H45 -3.175 4.217 18.597
H46 0.192 2.094 19.545
H47 -1.401 1.963 20.265
H48 -0.380 3.203 20.834
C28 -2.452 9.372 19.964
C29 -2.877 8.213 19.077
C30 -2.227 8.150 17.707
O8 -3.676 7.430 19.477
H49 -3.223 10.166 19.900
H50 -1.487 9.843 19.703
H51 -2.387 8.933 20.991
H52 -1.166 8.423 17.844
H53 -2.698 8.954 17.085
H54 -2.405 7.223 17.205



[2]
ORCA calculation (wB97M-V/def2-TZVPD) on a structure of composition C32H35N5O8PS3SbW in a non-equilibrium geometry.

## Properties
calculated total energy	-107735.4745	eV
multiplicity	2
HOMO-LUMO gap (alpha / beta)	5.241 / 4.994	eV
energy relative to the best compared isomer or geometry (same formula, charge and spin)	2.627	eV
total charge	+1

Element x y z (Å)
W1 1.015 0.248 0.154
C1 1.631 3.713 -4.270
C2 0.454 4.222 -3.754
C3 -0.161 3.636 -2.658
C4 0.404 2.531 -1.996
C5 1.531 1.973 -2.614
C6 2.142 2.557 -3.709
N1 -0.188 1.866 -0.845
C7 -1.217 2.397 -0.161
C8 -1.471 3.795 -0.038
C9 -2.638 4.283 0.464
C10 -3.696 3.427 0.881
C11 -3.454 2.104 0.934
C12 -2.186 1.558 0.530
N2 -2.043 0.294 0.866
N3 -0.900 -0.241 0.816
C13 -0.765 -1.571 1.193
C14 -1.659 -2.375 1.863
C15 -1.183 -3.601 2.280
C16 0.131 -3.967 1.997
C17 0.931 -3.094 1.296
N4 0.480 -1.910 0.912
H1 2.109 4.172 -5.127
H2 -0.017 5.079 -4.223
H3 -1.122 4.017 -2.380
H4 1.926 1.035 -2.296
H5 3.018 2.080 -4.136
H6 -0.678 4.478 -0.289
H7 -2.751 5.357 0.574
H8 -4.639 3.838 1.219
H9 -4.165 1.410 1.365
H10 -2.663 -2.029 2.061
H11 -1.833 -4.277 2.825
H12 0.532 -4.919 2.314
H13 1.955 -3.327 1.049
O1 2.468 1.602 -0.001
C18 2.912 2.662 0.514
C19 2.243 3.408 1.460
C20 2.786 4.647 1.892
C21 2.074 5.403 2.751
C22 0.833 4.962 3.275
C23 0.300 3.770 2.891
C24 0.979 2.958 1.947
O2 0.453 1.875 1.571
N5 2.585 6.736 3.136
O3 1.841 7.448 3.787
O4 3.705 7.041 2.765
H14 3.872 2.992 0.128
H15 3.749 4.990 1.530
H16 0.330 5.591 3.995
H17 -0.640 3.411 3.293
S1 5.344 0.798 1.683
Sb1 3.773 -0.812 1.482
S2 1.764 -0.077 2.550
S3 2.991 -1.051 -0.752
C25 -2.124 -4.502 -1.178
C26 -1.298 -3.764 -2.217
C27 0.140 -4.261 -2.228
C28 -1.945 -3.908 -3.587
O5 -1.340 -2.330 -1.773
P1 -0.615 -1.136 -2.503
O6 0.053 -1.444 -3.762
O7 0.397 -0.597 -1.376
O8 -1.682 0.014 -2.501
C29 -2.472 0.533 -3.650
C30 -3.369 1.568 -2.999
C31 -1.578 1.171 -4.705
C32 -3.299 -0.588 -4.257
H18 -2.524 -5.421 -1.609
H19 -2.963 -3.881 -0.855
H20 -1.523 -4.765 -0.308
H21 0.152 -5.320 -2.495
H22 0.590 -4.150 -1.239
H23 0.741 -3.714 -2.955
H24 -1.967 -4.963 -3.866
H25 -1.380 -3.364 -4.343
H26 -2.972 -3.533 -3.562
H27 -2.773 2.397 -2.603
H28 -3.937 1.121 -2.178
H29 -4.068 1.965 -3.735
H30 -1.092 2.068 -4.323
H31 -2.191 1.449 -5.564
H32 -0.814 0.470 -5.041
H33 -3.888 -1.099 -3.490
H34 -2.658 -1.312 -4.765
H35 -3.982 -0.164 -4.994



[3]
ORCA calculation (wB97M-V/def2-TZVPD) on a structure of composition CH2NO3S in a non-equilibrium geometry.

## Properties
calculated total energy	-19536.0040	eV
HOMO-LUMO gap	7.278	eV
energy relative to the best compared isomer or geometry (same formula, charge and spin)	2.898	eV
total charge	-1

Element x y z (Å)
C1 1.872 1.236 -0.263
N1 2.212 -0.161 0.317
O1 2.034 2.051 0.692
O2 1.686 1.409 -1.492
O3 0.191 -1.072 -1.576
S1 -0.009 -0.732 0.024
H1 2.865 -0.715 -0.265
H2 0.143 -0.273 -2.190



[4]
ORCA calculation (wB97M-V/def2-TZVPD) on a cluster of 2 separate species, C6H15NO in total in a non-equilibrium geometry.

## Properties
calculated total energy	-9998.8096	eV
HOMO-LUMO gap	7.499	eV
energy relative to the best compared isomer or geometry (same formula, charge and spin)	4.948	eV

Element x y z (Å)
C1 0.908 -0.192 0.176
C2 0.114 0.336 -0.928
C3 -0.544 -2.888 -0.476
C4 0.557 2.591 0.449
C5 0.402 -0.412 1.573
C6 -1.374 0.523 -0.856
N1 1.036 1.475 -0.356
O1 0.484 -2.018 -0.726
H1 1.729 1.751 -1.041
H2 1.937 -0.483 0.008
H3 0.482 0.057 -1.909
H4 -0.751 -3.050 0.611
H5 -0.349 -3.896 -0.889
H6 -1.524 -2.573 -0.911
H7 0.035 3.338 -0.154
H8 1.394 3.062 0.967
H9 -0.138 2.239 1.205
H10 -0.638 -0.133 1.724
H11 0.479 -1.480 1.771
H12 1.009 0.111 2.313
H13 -1.731 0.792 0.136
H14 -1.698 1.288 -1.564
H15 -1.818 -0.436 -1.122



[5]
ORCA calculation (wB97M-V/def2-TZVPD) on a structure of composition C28H13Br4Cl2N2O5S3Ta.

## Properties
calculated total energy	-381740.1741	eV
HOMO-LUMO gap	7.005	eV
energy relative to the best compared isomer or geometry (same formula, charge and spin)	0.549	eV

Element x y z (Å)
Ta1 -0.674 0.092 0.002
Br1 -4.476 -5.816 -0.495
C1 -3.981 -4.004 -0.356
C2 -4.949 -2.996 -0.332
Br2 -6.779 -3.434 -0.437
C3 -4.580 -1.652 -0.230
Br3 -5.809 -0.232 -0.173
C4 -3.233 -1.333 -0.159
O1 -2.727 -0.112 -0.020
C5 -2.278 -2.342 -0.197
O2 -1.029 -1.865 -0.083
C6 -2.625 -3.677 -0.279
Br4 -1.230 -4.930 -0.320
Cl1 -1.506 0.041 2.459
C7 -0.221 0.633 3.509
C8 -0.340 0.363 4.856
C9 0.652 0.830 5.702
C10 1.724 1.536 5.174
C11 1.800 1.782 3.814
Cl2 3.176 2.661 3.223
C12 0.818 1.343 2.916
S1 0.887 1.739 1.223
H1 -1.183 -0.203 5.228
H2 0.599 0.640 6.765
H3 2.514 1.900 5.816
S2 -1.847 3.918 -2.379
C13 -1.873 4.362 -0.721
C14 -1.630 3.307 0.101
C15 -1.383 2.085 -0.603
C16 -1.496 2.298 -1.948
C17 -1.362 1.183 -2.865
C18 -1.513 1.220 -4.243
C19 -1.389 0.048 -4.961
C20 -1.109 -1.139 -4.297
C21 -0.951 -1.105 -2.928
N1 -1.091 0.028 -2.228
H4 -2.061 5.388 -0.444
H5 -1.591 3.404 1.176
H6 -1.726 2.159 -4.736
H7 -1.505 0.058 -6.037
H8 -1.000 -2.074 -4.826
H9 -0.693 -1.989 -2.361
O3 1.779 1.405 -2.130
C22 2.074 0.499 -1.398
N2 1.154 -0.476 -0.931
S3 1.856 -1.516 0.145
O4 1.975 -2.866 -0.296
O5 1.098 -1.250 1.369
C23 3.430 -0.762 0.121
C24 4.553 -1.132 0.835
C25 5.705 -0.392 0.609
C26 5.714 0.660 -0.309
C27 4.574 1.001 -1.022
C28 3.423 0.268 -0.793
H10 4.537 -1.953 1.538
H11 6.610 -0.634 1.151
H12 6.628 1.218 -0.463
H13 4.567 1.818 -1.731



[6]
ORCA calculation (wB97M-V/def2-TZVPD) on a cluster of 7 separate species, C5H26N2O6 in total in a non-equilibrium geometry.

## Properties
calculated total energy	-20870.8052	eV
HOMO-LUMO gap	8.623	eV
SMILES string	C[C@@H](CN)N(C)C.O.O.O.O.O.O
energy relative to the best compared isomer or geometry (same formula, charge and spin)	2.210	eV

Element x y z (Å)
C1 -1.451 -3.615 -0.143
C2 -0.536 -2.591 -0.830
C3 -1.366 -1.805 -1.887
N1 -0.435 -0.903 -2.603
N2 0.112 -1.617 0.020
C4 -0.775 -0.875 0.907
C5 1.329 -2.100 0.643
H1 -1.352 -3.530 0.955
H2 -2.542 -3.566 -0.312
H3 -1.165 -4.651 -0.281
H4 0.239 -3.119 -1.416
H5 -2.069 -1.193 -1.294
H6 -1.933 -2.394 -2.617
H7 -0.669 0.065 -2.348
H8 0.422 -0.784 -2.051
H9 -0.641 0.225 0.815
H10 -1.849 -0.848 0.734
H11 -0.473 -1.054 1.944
H12 1.964 -2.470 -0.188
H13 1.860 -1.257 1.108
H14 1.162 -2.939 1.351
O1 1.862 3.839 1.077
H15 2.360 4.011 0.277
H16 2.391 3.244 1.628
O2 -1.034 1.593 3.288
H17 -0.737 0.680 3.361
H18 -1.143 1.895 4.197
O3 2.844 1.033 3.071
H19 2.339 0.699 3.831
H20 2.599 0.396 2.393
O4 -1.102 3.831 0.466
H21 -1.327 3.030 0.959
H22 -0.307 4.051 0.982
O5 -0.674 1.318 -4.622
H23 -0.332 0.423 -4.680
H24 0.032 1.805 -4.197
O6 0.870 2.639 -1.496
H25 0.481 3.250 -0.845
H26 1.046 3.284 -2.196